(1)
The following is a quantum chemistry calculation of a cluster of 11 separate species, C29H86N6O11 in total, from the OMol25 dataset.

For the total energy, the calculation gives -62922.8169 eV. The frontier orbital gap is 9.52 eV. As for the spin multiplicity: 1. Its SMILES is COC[C@H](C)N.COC[C@H](C)N.COC[C@H](C)N.COC[C@H](C)N.COC[C@H](C)N.COC[C@H](C)N.CO.CO.CO.CO.CO. The calculation puts the HOMO energy at -8.90 eV.

CARTESIAN COORDINATES (ANGSTROEM)
C 3.01242 -2.93041 -5.10039
O 2.05823 -3.08316 -4.05228
C 1.00473 -2.18725 -4.06282
C 1.42964 -0.82325 -3.49659
C 1.73772 -0.91310 -1.96861
N 0.24874 -0.02725 -3.76588
H 3.42345 -1.87803 -5.12980
H 2.61952 -3.30056 -6.03372
H 3.80827 -3.60426 -4.76446
H 0.71246 -1.97606 -5.14484
H 0.15545 -2.52136 -3.52167
H 2.20000 -0.48059 -4.13209
H 2.62133 -1.45487 -1.68169
H 0.85951 -1.18735 -1.43937
H 1.94828 0.14062 -1.58165
H 0.27603 0.92914 -3.29997
H 0.31164 0.30615 -4.75121
C -2.46787 2.72475 1.93470
O -2.18611 3.94181 2.50598
C -3.23902 4.73479 2.96602
C -2.60029 5.96181 3.63158
C -1.46691 5.62457 4.62808
N -3.59453 6.82974 4.34964
H -2.72856 2.04562 2.75389
H -1.58055 2.29768 1.47317
H -3.31771 2.70701 1.28370
H -3.97746 4.95871 2.21764
H -3.79304 4.18647 3.73474
H -2.29790 6.58615 2.79634
H -1.19042 6.58664 5.00918
H -0.58573 5.08598 4.15208
H -1.80296 4.93992 5.40727
H -4.24923 7.12048 3.63361
H -4.06768 6.23413 4.99944
C 6.13585 1.07608 0.14643
O 5.46670 0.34529 1.14497
C 5.91134 0.67091 2.48326
C 5.74378 -0.52432 3.43977
C 4.35125 -0.70444 3.95966
N 6.73309 -0.36573 4.53621
H 7.16042 0.69080 0.04208
H 6.17102 2.14403 0.32754
H 5.61057 0.90765 -0.77186
H 6.97658 0.88226 2.47183
H 5.33131 1.53618 2.89150
H 5.95581 -1.38624 2.85877
H 4.25807 -1.49256 4.73158
H 3.80497 -0.99599 3.04195
H 3.98425 0.13990 4.54646
H 6.41827 0.21289 5.28941
H 7.72503 -0.15397 4.25610
C -1.72790 -5.11960 -1.87803
O -1.16593 -6.24863 -2.48936
C 0.25762 -6.13674 -2.52021
C 0.86893 -7.44132 -3.09672
C 0.93201 -8.46110 -1.98789
N 2.18467 -7.21241 -3.76871
H -1.37541 -4.91797 -0.94031
H -2.83368 -5.24612 -1.87535
H -1.61213 -4.13476 -2.44804
H 0.55700 -5.29348 -3.20275
H 0.62774 -5.93319 -1.52465
H 0.17486 -7.76967 -3.85824
H 1.56162 -8.10873 -1.16606
H 1.35651 -9.35366 -2.35039
H -0.13909 -8.62318 -1.61717
H 2.22816 -6.35327 -4.27587
H 2.89425 -7.09026 -3.05747
C 4.74400 2.09097 -3.05244
O 4.19894 2.19998 -4.30582
C 3.07131 3.08288 -4.34083
C 2.37035 3.01980 -5.70463
C 1.01362 3.82216 -5.51350
N 1.97938 1.64450 -6.05646
H 5.52402 1.29859 -3.11476
H 3.98683 1.73876 -2.32087
H 5.02348 3.07144 -2.62585
H 2.30615 2.83783 -3.57645
H 3.46088 4.14075 -4.23113
H 2.89457 3.57562 -6.41043
H 1.20830 4.78814 -4.95220
H 0.30550 3.23195 -4.95554
H 0.64913 4.03542 -6.52713
H 1.54341 1.62648 -6.99310
H 2.87339 1.14137 -6.12256
C -7.97048 1.75539 4.61495
O -6.99672 1.05454 3.81135
C -5.80706 0.82106 4.49090
C -4.92227 -0.13204 3.75956
C -5.60453 -1.45255 3.51340
N -3.54872 -0.18053 4.30514
H -7.78058 2.75782 5.00856
H -8.18350 1.16107 5.49076
H -8.87301 1.74095 4.02855
H -5.29438 1.66957 4.88397
H -6.15654 0.27385 5.44600
H -4.75026 0.30030 2.75917
H -4.90498 -2.11229 2.91506
H -6.47622 -1.38655 2.89647
H -5.87864 -2.02608 4.42180
H -3.50260 -0.78242 5.11393
H -2.89073 -0.42073 3.56303
C -5.39581 -0.17618 -0.71632
O -4.54899 -1.35699 -0.81000
H -5.63562 0.00017 0.29245
H -4.92516 0.67424 -1.16907
H -6.30692 -0.30120 -1.33295
H -4.95487 -1.95861 -1.41846
C 1.85895 -3.23282 2.47545
O 1.07876 -2.32914 1.63622
H 2.85991 -2.83473 2.75945
H 1.38945 -3.33859 3.50442
H 2.05408 -4.25407 2.01199
H 1.54890 -1.57952 1.35990
C -1.83043 2.52572 -2.08000
O -0.87347 2.47223 -1.03043
H -1.49664 2.88343 -3.08615
H -2.46662 1.61962 -2.23028
H -2.57824 3.28778 -1.85432
H -0.61369 1.55602 -1.04391
C 1.50404 2.47305 0.89808
O 0.98628 1.14878 0.70100
H 0.71662 3.21831 0.69975
H 1.81255 2.47246 1.97049
H 2.44204 2.58733 0.24300
H 0.17394 0.96392 1.20559
C -2.02820 -0.62845 1.50991
O -0.91779 -0.20069 2.27078
H -2.80268 0.11769 1.59698
H -1.82438 -0.79604 0.47161
H -2.37158 -1.56581 1.85982
H -0.27550 -0.94923 2.19764

(2)
The following is a quantum chemistry calculation of a cluster of 11 separate species, C29H86N6O11 in total, from the OMol25 dataset.

For the total energy, the calculation gives -62925.4568 eV. The frontier orbital gap is 8.55 eV. As for the spin multiplicity: 1. Its SMILES is COC[C@H](C)N.COC[C@H](C)N.COC[C@H](C)N.COC[C@H](C)N.COC[C@H](C)N.COC[C@H](C)N.CO.CO.CO.CO.CO. The calculation puts the HOMO energy at -8.36 eV.

CARTESIAN COORDINATES (ANGSTROEM)
C -10.22631 -10.68222 -13.98250
O -11.21394 -11.66298 -13.76504
C -10.97724 -12.37665 -12.56900
C -12.10295 -13.38607 -12.43138
C -13.47886 -12.75183 -12.19913
N -11.79719 -14.24587 -11.29094
H -10.57400 -9.99856 -14.75747
H -9.29741 -11.13675 -14.34781
H -10.03400 -10.09465 -13.07868
H -10.01426 -12.90531 -12.57173
H -10.96175 -11.71890 -11.68861
H -12.13680 -13.99211 -13.34578
H -13.39138 -12.17248 -11.27177
H -14.28005 -13.45502 -11.98231
H -13.69259 -12.00754 -12.96434
H -12.46192 -14.98664 -11.11428
H -10.84042 -14.60924 -11.36438
C -9.44837 -18.01360 -6.88766
O -10.46019 -18.96976 -7.09096
C -11.68855 -18.41617 -7.50219
C -12.49704 -19.48820 -8.23047
C -11.75028 -20.01277 -9.46702
N -13.80238 -18.93560 -8.65403
H -9.12594 -17.45584 -7.76982
H -8.60838 -18.50919 -6.40905
H -9.77300 -17.22189 -6.19769
H -12.21175 -17.92804 -6.67291
H -11.50575 -17.60946 -8.22788
H -12.71447 -20.35206 -7.59141
H -10.81199 -20.45848 -9.13978
H -11.51825 -19.17703 -10.12422
H -12.39086 -20.75416 -9.94174
H -14.14038 -19.53910 -9.39920
H -14.47284 -19.10709 -7.90903
C -3.72345 -13.14679 -5.63656
O -4.30649 -13.91039 -4.62083
C -5.08853 -14.97199 -5.12003
C -6.42344 -14.60405 -5.78880
C -7.36697 -13.89273 -4.80747
N -7.01793 -15.86698 -6.21402
H -4.43654 -12.58216 -6.25406
H -3.07278 -13.76134 -6.26487
H -3.13532 -12.29628 -5.27649
H -4.49878 -15.61137 -5.79219
H -5.29194 -15.59585 -4.24419
H -6.18636 -13.89255 -6.59398
H -6.84030 -13.05127 -4.35736
H -7.66545 -14.66206 -4.09612
H -8.22217 -13.53044 -5.37366
H -6.35775 -16.38150 -6.80006
H -7.74470 -15.60480 -6.89659
C -9.66501 -14.67064 -15.53254
O -9.74740 -14.99357 -16.89184
C -9.20175 -14.02258 -17.76844
C -9.47898 -14.45778 -19.18579
C -9.11389 -15.94259 -19.41802
N -8.64587 -13.61350 -20.08490
H -9.98705 -15.50800 -14.91781
H -10.40194 -13.88348 -15.32388
H -8.68864 -14.32207 -15.18364
H -9.67905 -13.07438 -17.48462
H -8.12985 -13.85077 -17.59756
H -10.52420 -14.27372 -19.43062
H -9.96845 -16.59205 -19.20328
H -8.41189 -16.25530 -18.64024
H -8.75408 -16.11852 -20.42491
H -8.97921 -13.77052 -21.03254
H -7.70779 -14.00368 -20.13122
C -9.37649 -16.64181 -11.95732
O -9.21990 -15.36382 -11.38761
C -9.05207 -15.43096 -9.97915
C -8.63038 -14.10768 -9.37768
C -7.19356 -13.72263 -9.71242
N -8.86237 -14.12864 -7.94302
H -10.21826 -17.20316 -11.54181
H -8.48544 -17.23822 -11.73898
H -9.53316 -16.57698 -13.03012
H -9.99999 -15.71965 -9.50229
H -8.32666 -16.22648 -9.76924
H -9.23428 -13.27889 -9.79841
H -6.90478 -12.80476 -9.19515
H -7.15034 -13.40937 -10.76336
H -6.47187 -14.52033 -9.53170
H -9.88637 -14.19881 -7.89221
H -8.61236 -13.19528 -7.61739
C -5.33605 -14.06460 -13.17908
O -4.60215 -13.53040 -14.24433
C -5.36187 -12.61157 -15.02369
C -4.38398 -11.94208 -15.97824
C -5.01054 -10.79181 -16.71873
N -3.93882 -12.88630 -17.02389
H -5.65989 -13.31768 -12.44020
H -4.63887 -14.67481 -12.59883
H -6.20488 -14.67596 -13.44524
H -6.26442 -13.04834 -15.45627
H -5.66138 -11.79705 -14.34793
H -3.54290 -11.58589 -15.37815
H -4.23367 -10.21244 -17.23164
H -5.41933 -10.00924 -16.06312
H -5.78882 -10.99902 -17.45001
H -3.59622 -13.73831 -16.59025
H -3.18733 -12.52171 -17.59395
C -6.04829 -17.31655 -11.61202
O -4.76668 -17.04265 -11.05614
H -6.55161 -18.17996 -11.16817
H -6.68645 -16.47539 -11.32711
H -6.13953 -17.36149 -12.69829
H -4.13610 -17.65937 -11.44513
C -12.42350 -12.50716 -8.26945
O -11.76894 -13.75357 -8.29587
H -13.25952 -12.44622 -8.97299
H -12.89217 -12.40302 -7.28796
H -11.79265 -11.62705 -8.43492
H -11.62962 -13.94990 -9.25229
C -9.07874 -10.67882 -6.30900
O -8.46566 -11.22271 -7.47293
H -8.37219 -10.12861 -5.68404
H -9.90428 -10.02887 -6.62272
H -9.51464 -11.50324 -5.74607
H -8.19293 -10.48798 -8.04655
C -4.88008 -18.10493 -7.71774
O -5.91660 -17.55002 -8.50314
H -4.12221 -17.40301 -7.37243
H -5.24020 -18.80399 -6.96008
H -4.33992 -18.86371 -8.31535
H -5.52008 -17.40258 -9.37987
C -9.21595 -9.86662 -10.19669
O -8.21538 -9.21785 -9.41562
H -10.01434 -10.24625 -9.56592
H -9.60156 -9.24599 -11.00533
H -8.77015 -10.75044 -10.66888
H -7.66941 -8.65629 -9.96879

(3)
The following is a quantum chemistry calculation of a cluster of 21 separate species, C29H90N2O20S in total, from the OMol25 dataset.

For the total energy, the calculation gives -86277.6822 eV. The frontier orbital gap is 6.66 eV. As for the spin multiplicity: 1. The calculation puts the HOMO energy at -8.15 eV.

CARTESIAN COORDINATES (ANGSTROEM)
C 2.54693 -0.83899 -1.70402
C 1.44205 0.27304 -2.18316
C 0.37586 0.73837 -1.02675
C -1.04761 -0.02753 -1.35664
C -2.45136 0.78919 -1.68203
C -3.85615 -0.00778 -2.03196
C -3.88096 -1.67767 -2.10471
C -2.48081 -2.49244 -1.78523
N -2.28432 -4.01759 -1.81261
S -0.59820 -4.41751 -1.41636
N -0.07937 -2.74355 -1.18661
C -1.11441 -1.66454 -1.41698
H 2.77174 -0.84970 -0.54965
H 3.56123 -0.56439 -2.27038
H 2.29294 -1.95063 -2.03609
H 0.81647 -0.17982 -3.08752
H 2.01311 1.23870 -2.53667
H 0.75017 0.61628 0.07522
H 0.19583 1.90733 -1.18859
H -2.46610 1.95910 -1.66997
H -4.85716 0.60819 -2.23055
H -4.87924 -2.25367 -2.37275
C 3.75361 -3.04205 1.95815
O 3.65364 -3.63720 0.67742
H 4.51821 -3.56736 2.53527
H 4.03761 -1.99225 1.85195
H 2.79323 -3.12055 2.47346
H 2.96824 -3.15047 0.18886
C -0.18468 2.10612 2.87297
O 0.76666 1.12001 2.51660
H -0.27366 2.82566 2.05568
H -1.15425 1.63273 3.04580
H 0.14649 2.62358 3.77662
H 0.82399 0.49630 3.26028
C 5.38841 0.20303 -4.60412
O 4.19184 -0.55192 -4.55193
H 5.56313 0.65983 -3.62717
H 6.22507 -0.45506 -4.85098
H 5.29285 0.98745 -5.35882
H 4.06325 -0.94481 -5.43197
C -0.74639 5.69601 2.91147
O -0.84636 5.10086 1.63074
H 0.01821 5.17071 3.48858
H -0.46239 6.74582 2.80527
H -1.70677 5.61752 3.42678
H -1.53176 5.58759 1.14218
C 5.44370 2.57950 -8.44959
O 5.62202 1.30695 -7.85521
H 5.84421 3.34382 -7.77950
H 5.97876 2.61620 -9.40163
H 4.37836 2.76138 -8.61080
H 5.25750 0.64980 -8.47217
C 4.90761 -7.44592 1.10878
O 4.84834 -6.35223 2.00588
H 5.41570 -8.27995 1.59853
H 3.89413 -7.74951 0.83545
H 5.46606 -7.15585 0.21547
H 4.39271 -5.62811 1.54392
C 5.74422 -11.69700 1.61707
O 4.38233 -11.33406 1.48306
H 6.07086 -12.19522 0.70127
H 6.34740 -10.79983 1.77611
H 5.85871 -12.38058 2.46185
H 4.12102 -10.89456 2.31005
C -4.64545 -4.21265 -4.70296
O -5.44719 -3.89727 -3.57949
H -4.83751 -3.48250 -5.49266
H -3.59035 -4.17261 -4.42158
H -4.89965 -5.21212 -5.06419
H -5.25529 -4.56159 -2.89596
C -4.50053 4.20557 2.14167
O -3.44666 4.13786 3.08466
H -5.45256 4.08348 2.66353
H -4.48286 5.17785 1.64330
H -4.38514 3.40520 1.40673
H -2.61543 4.24930 2.59271
C 4.26835 -9.79028 5.51472
O 3.43235 -10.29445 4.48936
H 5.29928 -9.76803 5.15373
H 3.95449 -8.77695 5.77674
H 4.20523 -10.44076 6.39047
H 2.52495 -10.30244 4.83856
C -6.90589 -2.35589 0.68829
O -5.85202 -2.42360 1.63128
H -7.85792 -2.47798 1.21016
H -6.88822 -1.38361 0.18992
H -6.79050 -3.15626 -0.04664
H -5.02079 -2.31216 1.13933
C 6.06555 -2.01283 4.90250
O 4.70365 -1.64989 4.76848
H 6.39218 -2.51105 3.98670
H 6.66873 -1.11567 5.06154
H 6.18004 -2.69641 5.74728
H 4.44234 -1.21039 5.59548
C -2.71916 -2.47685 3.45898
O -2.12986 -1.25926 3.04104
H -2.32619 -2.74225 4.44323
H -3.80320 -2.35506 3.52269
H -2.47171 -3.26641 2.74527
H -2.49741 -1.04959 2.16566
C -6.42507 7.34936 3.38744
O -6.52504 6.75421 2.10672
H -5.66047 6.82406 3.96456
H -6.14107 8.39916 3.28124
H -7.38544 7.27087 3.90275
H -7.21044 7.24094 1.61816
C -7.19027 9.96034 -0.14578
O -8.38683 9.20538 -0.09359
H -7.01555 10.41714 0.83117
H -6.35361 9.30224 -0.39264
H -7.28583 10.74476 -0.90048
H -8.51543 8.81250 -0.97364
C -0.04778 7.31533 -1.31758
O -1.24435 6.56037 -1.26539
H 0.12694 7.77212 -0.34063
H 0.78888 6.65723 -1.56444
H -0.14334 8.09975 -2.07228
H -1.37294 6.16749 -2.14543
C 7.31742 -2.04983 -1.48326
O 7.21745 -2.64498 -2.76399
H 8.08202 -2.57513 -0.90615
H 7.60142 -1.00002 -1.58947
H 6.35704 -2.12832 -0.96796
H 6.53205 -2.15825 -3.25255
C 0.90803 -8.07503 -2.98506
O -0.45386 -7.71209 -3.11908
H 1.23467 -8.57325 -3.90086
H 1.51122 -7.17787 -2.82602
H 1.02252 -8.75861 -2.14028
H -0.71517 -7.27259 -2.29208
C -2.69249 7.68165 -4.55098
O -2.51417 6.40911 -3.95660
H -2.29198 8.44598 -3.88089
H -2.15743 7.71835 -5.50302
H -3.75783 7.86354 -4.71218
H -2.87869 5.75195 -4.57356
C -3.29197 9.45468 4.89646
O -4.65386 9.81762 4.76244
H -2.96533 8.95646 3.98065
H -2.68878 10.35184 5.05549
H -3.17748 8.77110 5.74123
H -4.91517 10.25712 5.58944

(4)
The following is a quantum chemistry calculation of a structure of composition C2AgF3NO3S2, from the OMol25 dataset.

For the total energy, the calculation gives -43527.2453 eV. The frontier orbital gap (alpha / beta) is 4.70 / 6.20 eV. As for the spin multiplicity: 3. As for the total charge: -1. The calculation puts the HOMO energy (alpha / beta) at -1.48 / -4.67 eV. Its expectation value of S² is 2.01.

CARTESIAN COORDINATES (ANGSTROEM)
N 0.39669 1.27039 1.53249
S 0.17891 2.63518 0.43238
S 0.52153 -0.14210 0.88300
C 2.04285 -0.16583 -0.30443
F 1.81258 0.21707 -1.55640
F 3.01469 0.59417 0.19417
F 2.49248 -1.42794 -0.34449
O -2.62885 -2.26705 0.89240
C -2.72704 -1.34474 0.17654
O -3.30688 -0.44564 -0.33435
O -0.56625 -0.32801 -0.30362
Ag -1.23071 1.40450 -1.26770